No. 1
A structure of composition C42H45N3O3PRuS3SeSi, computed with ωB97M-V/def2-TZVPD.

```
! RIJCOSX wB97M-V def2-TZVPD def2/J DEFGRID3
* xyz -2 2
O -1.78 -1.05 -0.97
H 2.39 -5.02 -0.90
Se -1.01 1.06 -2.94
H 4.23 -0.66 3.50
H -0.41 -1.47 -2.99
H 3.78 -1.55 -4.12
C -1.53 5.60 -4.12
N 2.57 -1.93 3.56
H -0.99 -6.37 -3.26
C -0.55 -2.54 -3.04
Ru 0.43 0.11 -0.47
C 1.19 2.96 -4.22
C -6.17 -3.10 -0.54
C -1.27 -3.21 -2.06
H 0.56 -2.71 -4.86
H 6.33 2.72 -2.86
H -1.83 6.98 -5.75
H -6.14 -3.47 -2.65
C 4.58 1.53 -2.48
H 1.72 2.83 -3.27
C 6.38 1.83 -0.91
C -2.50 4.94 -3.39
H 1.05 1.96 -4.63
C 3.80 -3.64 -3.65
H 4.15 1.74 -3.45
H -5.89 -2.64 1.54
H 0.46 5.45 -4.90
C 1.32 -2.05 4.31
C 2.30 0.93 2.72
H -3.42 5.46 -3.13
H -2.17 -0.71 -1.80
H 1.58 0.04 5.86
Si 2.21 -0.09 -2.05
C -4.04 -2.61 0.47
O -1.42 -3.87 0.99
H 1.84 -2.67 -0.48
C 5.70 1.01 -0.01
C -3.40 -2.78 -0.76
H 1.76 1.88 2.77
C -5.41 -2.77 0.58
H 1.81 3.56 -4.89
H -7.25 -3.23 -0.45
S -0.02 3.68 2.41
H 3.28 -1.72 1.60
P 1.30 -0.28 1.72
C 4.48 0.46 -0.35
H -3.45 -2.35 1.33
C -0.34 4.93 -4.37
C -3.43 2.97 -2.16
C 0.01 -3.25 -4.11
H 4.36 -3.91 -4.54
C 3.41 -4.62 -2.75
H -3.01 2.54 -1.25
C 1.32 0.26 4.82
H 1.78 -2.65 1.76
H 0.28 -5.17 -5.03
C -2.34 3.62 -2.96
C 3.47 -2.31 -3.41
H 0.74 1.18 4.78
C 5.81 2.09 -2.15
H 3.65 -5.66 -2.94
N 2.57 0.46 4.08
H 6.14 0.81 0.97
C -0.03 -0.54 2.98
H 3.24 1.13 2.20
C -1.76 6.99 -4.66
N 0.51 -0.84 4.31
S 1.43 2.40 0.12
C -1.08 -2.88 0.35
H -1.94 -5.11 -1.36
C 2.75 -1.92 -2.27
H -0.94 7.66 -4.39
C -4.18 -3.08 -1.88
C 3.89 0.70 -1.60
O -0.08 -2.13 0.55
C 3.32 -0.79 4.09
H -3.88 2.14 -2.71
S -1.25 1.67 0.57
H 3.59 -1.01 5.13
H 7.34 2.26 -0.64
H -2.69 7.41 -4.26
H -3.70 -3.18 -2.85
H 2.11 0.27 -3.49
C 0.03 2.64 1.09
C -5.55 -3.24 -1.77
H -0.63 0.37 3.03
C -1.41 -4.59 -2.14
C 2.39 -2.93 -1.37
H 0.73 -2.87 3.89
C -0.15 -4.62 -4.20
C 2.71 -4.26 -1.60
C 2.32 -1.78 2.13
C -1.92 -2.47 -0.89
C -0.13 3.62 -3.97
H 3.95 -0.16 0.37
C -0.86 -5.29 -3.20
H -4.20 3.69 -1.89
H 1.57 -2.29 5.35
H -0.66 -1.36 2.65
C -1.17 2.93 -3.30
*
```

LUMO energy (alpha / beta)   4.34 / 4.33 eV
E_tot   -6339.32457 Ha
Highest occupied orbital energy (alpha / beta)   -1.93 / -1.97 eV
Energy above the lowest of the compared OMol25 structures with the same formula, charge and spin   235.7 kJ/mol
Orbital gap (alpha / beta)   6.3 / 6.3 eV
<S²>   0.76

***

No. 2
A cluster of 7 separate species, C42H45N9O4 in total, computed with ωB97M-V/def2-TZVPD.

```
! RIJCOSX wB97M-V def2-TZVPD def2/J DEFGRID3
* xyz 0 1
C -3.11 4.88 -1.15
C 8.57 1.98 1.25
C 3.08 0.51 0.73
H 4.50 6.29 -4.09
H -2.17 4.82 -0.64
N 3.67 4.35 -3.75
C -1.39 -0.38 -1.52
H 0.14 -3.38 0.69
C 7.42 2.72 1.33
N -3.63 6.09 -1.53
H -0.37 -2.42 -1.29
C 1.55 -2.23 1.80
C -6.36 -0.57 -4.57
C -3.45 0.92 1.51
H 6.12 -0.23 0.93
H 5.38 2.12 1.21
C 2.90 -6.41 5.89
C 1.82 4.55 -4.95
N 3.19 -4.22 5.80
H 2.69 4.14 1.90
H -5.64 1.89 -6.45
H 2.34 2.69 -3.82
H -0.38 -7.46 0.91
H 8.83 -0.23 0.96
C -3.64 -0.02 2.69
C -2.52 -6.92 1.24
C -3.29 -5.92 0.60
C -4.57 -0.35 -1.31
C 2.54 3.70 -4.14
C -5.67 0.60 -4.79
H 3.06 -7.46 6.09
H -3.20 6.98 -1.38
C 2.69 2.07 2.49
C -6.89 0.20 -6.62
H 3.23 -0.49 0.35
N -3.26 -1.23 2.66
C -2.41 0.37 0.57
H -0.58 -2.77 2.17
H 1.94 -3.18 2.21
C 1.98 -4.47 5.20
H -5.40 6.72 -2.54
N -6.00 1.05 -6.03
H -5.96 4.07 -2.60
C 8.18 0.63 1.06
H 0.92 -6.35 4.86
C -2.54 0.24 -0.74
H -4.40 1.12 1.00
C -1.26 -6.88 0.70
H -6.31 -1.18 -3.68
C -2.48 -5.30 -0.31
C 3.76 -5.39 6.21
C -0.54 -1.39 0.54
N -1.24 -5.89 -0.25
O -0.49 0.56 1.97
H -0.45 -5.64 -0.81
C 2.56 5.76 -5.04
H -7.27 0.39 -7.61
C 3.69 5.61 -4.28
H -3.11 1.87 1.93
H 9.57 2.36 1.31
H 2.58 0.21 3.96
H 0.88 4.33 -5.42
C 3.04 2.89 0.24
H 3.60 -3.31 5.91
H -4.98 1.14 -4.16
C 3.18 1.54 -0.18
H 2.14 -2.03 0.90
C 1.68 -1.18 2.92
H 2.28 6.65 -5.59
C 0.10 -2.51 1.36
H -4.15 0.36 3.59
H 3.40 1.31 -1.21
C -3.99 3.90 -1.53
H -3.45 -1.70 3.54
O 0.80 -1.13 3.76
H -4.32 -5.68 0.78
H 1.39 -3.67 4.79
H 3.14 3.69 -0.48
O -3.74 0.66 -1.39
N 2.76 -0.28 3.09
H 2.49 2.29 3.54
H -2.67 -4.49 -1.00
H 4.39 3.97 -3.15
C -7.13 -0.83 -5.74
H 7.27 3.78 1.47
N -5.32 -1.22 -1.16
C 2.78 3.10 1.59
C -0.70 -1.51 -0.78
H 4.71 -5.40 6.71
C -4.83 5.89 -2.16
C 1.78 -5.83 5.25
C 6.81 0.59 1.04
O -1.02 0.01 -2.61
H -2.85 -7.60 2.01
C -1.07 -0.09 1.15
C 2.84 0.74 2.08
H -7.79 -1.66 -5.91
H -3.87 2.84 -1.36
C -5.09 4.54 -2.17
N 6.35 1.87 1.20
*
```

LUMO energy   -0.95 eV
E_tot   -2421.05123 Ha
SMILES string   [H]/N=C/CC1=C(OC#N)C(=O)C=C(CCC(=O)Nc2ccccc2)C1=O.c1cc[nH]c1.c1cc[nH]c1.c1cc[nH]c1.c1cc[nH]c1.c1cc[nH]c1.c1cc[nH]c1
Highest occupied orbital energy   -8.08 eV
Energy above the lowest of the compared OMol25 structures with the same formula, charge and spin   78.4 kJ/mol
Orbital gap   7.1 eV

***

No. 3
A structure of composition C42H46AuN8OPSTe, computed with ωB97M-V/def2-TZVPD.

```
! RIJCOSX wB97M-V def2-TZVPD def2/J DEFGRID3
* xyz 1 2
C 2.99 -3.38 1.24
H -2.29 -2.01 -4.53
N -1.18 2.69 0.78
H -4.30 -2.90 -4.18
N 4.35 1.38 -2.53
Au 0.89 1.41 0.96
C 1.16 5.54 3.78
C -6.47 -3.94 -2.92
S -2.01 -0.08 0.98
H -0.43 -6.50 1.26
H 2.17 3.37 -1.00
H -4.63 -2.69 1.63
C -0.38 -2.78 2.24
H 3.26 -6.25 -0.54
H -0.45 -4.24 -1.61
C -4.17 -2.93 -3.10
H 2.99 2.92 2.68
C -0.61 -3.17 0.92
C -0.63 -4.50 0.53
H 5.19 2.23 1.27
C 2.50 -2.54 0.25
H -1.76 -0.84 -3.33
C -1.95 -1.90 -3.50
C -0.43 -5.45 1.54
H 3.16 4.87 4.23
H -5.30 7.25 1.14
C -2.15 6.07 0.80
C -5.00 -3.48 -0.94
H -0.08 -5.85 3.61
H 3.08 2.90 -3.18
C 0.02 5.26 3.03
H 3.25 3.88 0.30
C -0.83 -4.96 -0.88
H -3.75 3.40 2.14
H 5.84 0.19 -1.66
C -2.34 4.79 1.30
H -6.89 -4.77 -2.35
H 3.17 -2.99 2.24
C 2.29 -3.04 -1.03
H -0.31 -1.73 2.50
Te -0.94 -1.65 -0.50
C -2.82 -2.49 -1.15
C 3.25 -4.71 0.96
H -3.84 -0.08 -1.14
H -0.31 -5.90 -1.05
C -5.19 -3.45 -2.31
C 3.30 0.76 -1.73
C -4.47 6.56 1.18
C -3.60 4.40 1.74
C 2.23 -1.09 0.53
H -3.66 1.48 -1.83
N 1.08 3.35 2.08
C 0.01 4.16 2.19
H 3.62 -5.37 1.74
H 5.46 0.56 0.75
H -3.08 7.95 0.32
C 2.57 -4.37 -1.32
H -3.80 -4.23 1.43
H 1.18 6.39 4.44
C 5.08 1.53 0.43
H 4.81 3.17 -3.47
C -3.22 6.95 0.73
H 5.62 4.02 -0.08
C -4.66 5.28 1.69
C 2.16 3.61 2.80
P 3.28 1.40 0.01
N 5.85 2.04 -0.70
H -7.22 -3.15 -2.94
N 4.18 3.61 -1.55
H -6.32 -4.27 -3.95
C 3.04 -5.21 -0.32
C 5.52 3.43 -0.99
H -1.18 6.37 0.44
H -0.99 -2.42 -3.42
H 2.34 0.99 -2.18
H -2.87 -2.75 1.61
C -1.21 3.83 1.37
H 3.43 -0.32 -1.72
C -0.20 -3.75 3.21
N 1.04 -0.63 0.53
C 3.16 3.23 -0.57
C -2.99 -2.45 -2.55
H -5.64 4.98 2.04
H 6.42 1.55 -2.63
N -2.21 2.40 -0.10
H 2.43 -4.75 -2.33
H -5.77 -3.90 -0.31
C 4.08 2.80 -2.75
H -0.86 5.89 3.11
C -0.23 -5.09 2.86
C 5.67 1.24 -1.90
C -3.76 -3.17 1.16
H -1.89 -5.11 -1.11
C -2.50 1.16 -0.22
C 2.25 4.70 3.66
O 3.33 -0.40 0.72
H 1.95 -2.38 -1.82
C -3.83 -3.02 -0.34
H 6.24 3.81 -1.73
H -0.02 -3.45 4.24
N -3.27 0.74 -1.26
*
```

LUMO energy (alpha / beta)   -3.16 / -3.18 eV
E_tot   -3284.32377 Ha
Highest occupied orbital energy (alpha / beta)   -8.51 / -9.60 eV
Energy above the lowest of the compared OMol25 structures with the same formula, charge and spin   72.1 kJ/mol
Orbital gap (alpha / beta)   5.3 / 6.4 eV
<S²>   0.76